A 2-piece molecular cluster, C10H14NS overall at a distorted geometry. Source: the Open Molecules 2025 dataset; level of theory: the ωB97M-V functional and the def2-TZVPD basis.

Structure (XYZ):
```
26
Properties=species:S:1:pos:R:3:forces:R:3
C -3.128 -3.737 -0.485 1.9 1.2 -0.3
C -1.895 -3.318 -1.111 0.6 0.6 -1.1
C -3.494 -3.015 0.583 -0.5 0.7 0.1
C -1.501 -2.225 -0.453 2.6 1.8 0.0
C 1.122 -0.727 -2.108 0.1 -0.9 0.9
C 0.578 -0.706 -0.913 -3.3 -2.0 -0.2
C 0.267 2.283 1.278 0.4 2.3 -4.5
C 1.754 2.187 1.030 0.0 -2.5 -1.3
C -0.324 1.291 0.230 -1.5 1.1 1.3
C 1.929 0.622 0.631 1.2 3.7 -1.9
N 0.549 0.172 0.244 2.8 -4.6 2.1
S -2.357 -1.729 0.926 -0.5 -0.4 -0.2
H -3.775 -4.383 -0.933 -1.6 -1.9 -1.0
H -1.381 -3.550 -2.082 -0.9 -0.5 1.2
H -4.539 -2.979 0.871 0.4 0.0 0.8
H 1.927 -0.031 -2.295 0.1 0.1 -0.6
H 0.900 -1.600 -2.778 0.2 1.3 0.6
H 0.252 2.262 2.279 -1.9 -1.1 3.7
H 0.000 3.332 0.964 -0.3 -1.1 0.5
H 1.916 2.763 0.137 0.9 0.2 -0.3
H 2.398 2.491 1.840 0.1 0.1 0.2
H -1.258 0.801 0.416 -1.1 0.7 0.3
H -0.370 1.662 -0.785 0.2 0.5 0.0
H 2.636 0.622 -0.227 -0.8 -0.4 0.4
H 2.315 -0.042 1.322 0.7 -1.1 1.8
H 0.300 -0.554 1.081 0.2 2.3 -2.3
```
Positions in Å, forces in eV/Å.

Values from the calculation:
HOMO-LUMO gap (alpha / beta) in eV: 8.1 / 8.0
E_HOMO (alpha / beta) in eV: -12.48 / -12.35
Calculated total energy in eV: -22908.666
Net charge: +1

***

C7H10 as an isolated structure. Source: the Open Molecules 2025 dataset; level of theory: the ωB97M-V functional and the def2-TZVPD basis.

Structure (XYZ):
```
17
Properties=species:S:1:pos:R:3:forces:R:3
C 0.324 -0.846 1.530 0.2 -0.3 -0.3
C 1.560 -0.213 1.214 0.2 0.2 0.0
C 0.214 -0.159 0.208 0.0 -0.2 0.1
C 0.023 -0.936 -1.091 0.0 -0.1 0.0
C -0.792 -0.007 -1.939 0.0 0.0 0.0
C -0.954 1.174 -1.308 0.1 0.0 0.2
C -0.339 1.127 -0.002 0.1 0.3 -0.3
H -0.949 0.201 2.110 -0.3 0.3 0.0
H 0.332 -1.939 1.520 0.0 0.1 0.0
H 2.478 -0.777 1.015 -0.2 0.1 -0.1
H 1.736 0.827 1.479 -0.1 -0.2 0.0
H 1.001 -1.130 -1.555 -0.1 0.0 0.1
H -0.462 -1.911 -0.947 0.1 0.1 0.0
H -1.177 -0.266 -2.920 0.1 0.0 0.2
H -1.486 2.037 -1.696 0.1 -0.1 0.0
H -0.114 2.008 0.587 -0.1 -0.2 -0.1
H -1.395 0.811 1.793 0.0 -0.1 0.3
```
Positions in Å, forces in eV/Å.

Values from the calculation:
HOMO-LUMO gap (alpha / beta) in eV: 7.4 / 7.1
E_HOMO (alpha / beta) in eV: -7.39 / -7.08
Calculated total energy in eV: -7415.304
Net charge: 0

***

CH17Na4O12 as an isolated structure at a distorted geometry. Source: the Open Molecules 2025 dataset; level of theory: the ωB97M-V functional and the def2-TZVPD basis.

Structure (XYZ):
```
34
Properties=species:S:1:pos:R:3:forces:R:3
Na 0.428 -0.696 -3.085 -1.2 0.7 0.7
Na 2.701 -2.486 -1.551 -0.3 -0.1 1.0
Na 3.275 0.915 -2.914 0.0 1.4 0.7
Na 3.499 1.031 0.330 -0.6 0.7 0.4
O 2.879 2.613 -1.386 0.6 -2.0 -0.4
H 2.002 2.249 -1.202 -0.2 0.5 0.1
C 0.669 -0.278 -0.269 -1.1 1.5 0.8
O 0.773 -0.239 0.992 0.6 -0.4 -1.2
O 1.760 -0.365 -1.026 1.1 -1.4 -1.3
O -0.453 -0.070 -0.862 0.8 -1.0 -0.3
O -2.699 -0.448 0.960 0.5 -0.1 -0.3
H -3.188 -1.122 0.477 -0.1 0.1 0.2
H -1.850 -0.345 0.488 -0.3 0.1 0.0
O -2.149 -2.713 -2.249 0.6 0.1 0.2
H -1.944 -2.343 -3.111 -0.5 0.1 -0.2
H -2.159 -1.957 -1.646 -0.1 0.0 -0.1
O 0.661 2.396 2.411 0.1 0.0 -0.2
H -0.176 2.369 2.890 0.1 0.0 0.1
H 0.613 1.627 1.830 -0.1 0.0 0.1
O 2.966 -0.801 2.559 -0.1 0.0 -0.6
H 2.593 -0.933 3.439 0.2 0.1 0.1
H 2.181 -0.674 1.988 0.0 0.0 0.2
O -1.369 2.958 -0.847 -0.1 -0.2 -0.2
H -0.961 3.178 -1.691 0.1 0.1 0.1
H -1.106 2.046 -0.666 0.1 0.1 0.1
O -1.830 0.858 -3.037 0.3 -0.5 0.0
H -2.411 1.586 -2.781 0.0 0.0 -0.2
H -1.567 0.481 -2.180 -0.1 0.3 0.1
O 0.006 -3.125 1.154 0.4 0.1 -0.5
H 0.393 -2.273 1.400 -0.2 0.0 0.2
H -0.838 -2.885 0.757 -0.1 -0.1 0.2
O -0.923 -0.185 3.340 0.0 0.1 0.0
H -0.130 -0.241 2.796 -0.2 0.1 0.0
H -1.642 -0.130 2.692 0.0 -0.2 0.2
```
Positions in Å, forces in eV/Å.

Values from the calculation:
HOMO-LUMO gap in eV: 5.8
E_HOMO in eV: -12.38
Calculated total energy in eV: -43546.334
Net charge: +1

***

C21H33IO19P as an isolated structure at a distorted geometry. Source: the Open Molecules 2025 dataset; level of theory: the ωB97M-V functional and the def2-TZVPD basis.

Structure (XYZ):
```
75
Properties=species:S:1:pos:R:3:forces:R:3
C 0.643 5.485 -1.005 -1.1 0.5 -0.1
C -0.443 4.585 -1.705 0.3 0.7 -0.1
C 0.070 3.172 -2.203 -0.7 0.2 1.1
I 0.233 3.194 -4.365 -0.1 -0.3 0.6
P 1.689 2.634 -1.447 0.6 0.3 -2.2
O 2.886 2.866 -2.593 -1.6 -0.4 2.4
H 1.675 5.395 -1.422 -0.6 -0.1 0.3
H 0.581 5.338 0.099 0.6 0.0 -0.8
H 0.334 6.546 -1.178 0.3 -0.9 0.2
H -1.318 4.491 -1.012 0.9 -0.2 -0.5
H -0.838 5.136 -2.591 0.3 -0.5 0.7
H -0.692 2.416 -1.876 0.8 0.4 -0.6
H 1.653 1.226 -1.251 0.2 0.7 -0.1
H 2.008 3.280 -0.227 -0.1 -0.3 -0.5
H 2.976 3.814 -2.792 0.1 -0.1 -0.1
C 0.036 -1.547 1.939 -0.3 -0.8 0.4
C -1.037 -1.083 1.001 -0.5 -0.6 -0.2
O -0.926 0.346 1.083 0.7 0.4 0.1
C 0.334 0.630 1.486 0.0 -0.4 0.3
O 0.804 1.734 1.493 0.1 0.1 -0.5
O 0.994 -0.481 1.875 -0.2 0.8 -0.3
H 0.480 -2.487 1.633 0.1 0.2 0.0
H -0.319 -1.640 2.967 0.0 0.1 0.0
H -0.857 -1.394 -0.030 0.0 0.1 0.1
H -2.030 -1.416 1.302 0.0 0.2 0.0
C 2.433 -2.412 -0.966 0.4 0.3 0.3
C 2.544 -3.153 -2.270 0.4 0.1 -0.5
O 1.817 -4.351 -2.012 -0.1 0.2 0.3
C 0.947 -4.091 -1.005 -0.3 -0.4 0.2
O 0.081 -4.826 -0.660 0.1 0.3 0.1
O 1.192 -2.879 -0.442 0.0 0.0 -0.6
H 2.416 -1.330 -1.099 -0.2 0.0 0.1
H 3.231 -2.672 -0.267 -0.1 0.0 0.0
H 2.067 -2.621 -3.098 0.0 0.0 0.0
H 3.575 -3.375 -2.541 -0.1 -0.2 0.0
C -3.778 0.894 0.092 0.3 0.2 0.3
C -4.572 1.726 -0.877 -0.1 0.5 -0.1
O -5.274 0.745 -1.633 0.2 -0.1 0.2
C -5.361 -0.375 -0.867 -0.4 -0.5 -0.2
O -6.025 -1.320 -1.132 0.1 0.1 0.1
O -4.585 -0.269 0.246 0.0 0.2 -0.2
H -3.629 1.393 1.049 0.0 -0.2 0.0
H -2.807 0.598 -0.308 -0.1 0.0 -0.1
H -5.296 2.374 -0.377 0.0 0.0 0.0
H -3.940 2.336 -1.523 -0.1 -0.1 -0.1
C 0.003 8.697 1.991 0.5 0.0 0.4
C -1.174 9.630 2.051 -0.1 0.4 0.5
O -1.744 9.502 0.749 0.2 -0.4 -0.1
C -1.365 8.300 0.257 -0.3 0.1 -0.2
O -1.802 7.809 -0.737 0.1 -0.1 0.1
O -0.421 7.719 1.041 -0.2 0.1 -0.1
H 0.223 8.236 2.953 0.0 -0.2 -0.1
H 0.907 9.185 1.617 -0.1 0.0 0.0
H -1.915 9.323 2.793 0.0 0.0 -0.1
H -0.883 10.661 2.248 -0.1 0.0 -0.2
C 0.764 -8.218 -2.482 0.4 -0.1 0.3
C -0.407 -7.277 -2.461 -0.1 0.5 0.3
O -0.956 -7.427 -3.769 0.2 -0.3 0.0
C -0.575 -8.645 -4.233 -0.2 -0.2 -0.4
O -0.997 -9.149 -5.222 0.1 0.1 0.1
O 0.352 -9.212 -3.417 -0.2 0.2 -0.1
H 0.964 -8.660 -1.507 0.0 -0.2 -0.1
H 1.677 -7.742 -2.850 -0.1 0.0 0.0
H -1.162 -7.565 -1.725 0.0 0.0 0.0
H -0.112 -6.247 -2.278 -0.2 -0.2 -0.2
C 3.325 -3.648 5.005 0.5 0.1 0.4
C 1.854 -3.678 5.312 -0.3 0.0 0.6
O 1.263 -3.542 4.019 0.3 -0.1 -0.3
C 2.171 -3.973 3.110 0.2 -0.2 -0.2
O 1.935 -4.150 1.954 0.1 0.1 0.2
O 3.380 -4.179 3.682 -0.4 0.1 -0.2
H 3.910 -4.256 5.693 0.0 -0.1 -0.2
H 3.731 -2.633 4.996 0.0 0.0 0.0
H 1.536 -4.628 5.748 0.0 0.0 -0.1
H 1.546 -2.866 5.969 -0.1 0.0 -0.2
```
Positions in Å, forces in eV/Å.

Values from the calculation:
HOMO-LUMO gap in eV: 7.8
E_HOMO in eV: -11.79
Calculated total energy in eV: -78597.329
Net charge: +1

***

C4H2O2Tl as an isolated structure at a distorted geometry. Source: the Open Molecules 2025 dataset; level of theory: the ωB97M-V functional and the def2-TZVPD basis.

Structure (XYZ):
```
9
Properties=species:S:1:pos:R:3:forces:R:3
H -0.751 0.287 -2.777 0.1 -0.3 0.5
O 2.566 1.353 0.768 1.7 -0.8 1.5
O 2.588 0.530 -0.268 1.4 -1.2 0.2
C -0.731 -0.109 -1.773 0.4 -0.9 1.1
C -0.641 -0.581 -0.648 -1.3 0.6 -1.4
Tl 0.973 1.949 -0.535 -2.7 2.5 -1.5
C -1.362 -1.143 1.784 0.4 0.1 -0.7
C -0.989 -0.926 0.651 0.0 -0.2 0.9
H -1.652 -1.360 2.798 0.1 0.1 -0.5
```
Positions in Å, forces in eV/Å.

Values from the calculation:
HOMO-LUMO gap (alpha / beta) in eV: 9.1 / 8.6
Multiplicity: 2
E_HOMO (alpha / beta) in eV: -9.09 / -8.59
Calculated total energy in eV: -12960.472
Net charge: 0

***

C7H19FNO2PSi as an isolated structure at a distorted geometry. Source: the Open Molecules 2025 dataset; level of theory: the ωB97M-V functional and the def2-TZVPD basis.

Structure (XYZ):
```
32
Properties=species:S:1:pos:R:3:forces:R:3
C 1.363 -1.555 3.097 -2.5 -1.8 -2.1
C -2.823 -2.331 0.367 1.1 1.0 0.7
C 2.410 2.636 -1.061 -0.4 0.0 1.2
C 1.681 0.028 -2.391 -1.7 1.5 -1.4
C -0.469 2.419 -1.889 1.0 -2.0 -0.1
C 0.190 -0.584 3.005 0.1 1.7 0.7
C -2.257 -1.617 -0.859 -2.2 0.9 0.8
N 0.728 0.992 0.409 -3.8 -4.0 -0.5
O -0.665 -0.912 1.806 1.8 0.7 0.6
O -1.002 -0.969 -0.699 1.3 -0.7 -0.7
F -2.008 0.680 0.675 1.3 0.1 -0.4
Si 1.079 1.349 -1.251 -0.1 2.9 -0.6
P -0.554 -0.046 0.459 0.4 3.2 3.0
H 1.801 -1.721 4.043 0.0 -0.3 1.2
H 1.076 -2.510 2.519 0.3 1.0 1.5
H 2.077 -1.143 2.478 1.9 0.8 -1.3
H -1.967 -2.895 0.823 -1.2 0.2 -0.2
H -3.233 -1.579 1.088 0.5 -0.8 -0.4
H -3.640 -2.949 0.017 0.0 -0.4 0.1
H 1.999 3.621 -0.909 -0.5 0.4 0.4
H 3.087 2.446 -0.248 0.0 -0.3 0.9
H 3.091 2.794 -1.818 1.3 0.0 -2.4
H 2.254 -0.660 -1.865 1.0 -1.5 0.6
H 0.812 -0.388 -2.922 0.4 -0.4 0.3
H 2.256 0.546 -3.167 0.2 -0.2 0.2
H -0.743 2.805 -0.917 -0.4 0.6 0.0
H -0.326 3.184 -2.679 -0.1 -0.6 0.6
H -1.218 1.646 -2.164 0.0 0.7 -0.1
H 0.695 0.488 2.948 -1.7 -2.0 -0.3
H -0.497 -0.602 3.908 0.6 -0.1 -1.3
H -2.980 -0.845 -1.171 0.3 -0.2 0.0
H -2.216 -2.330 -1.635 0.8 -0.6 -1.1
```
Positions in Å, forces in eV/Å.

Values from the calculation:
HOMO-LUMO gap in eV: 9.9
E_HOMO in eV: -9.11
Calculated total energy in eV: -33038.535
Net charge: 0

***

One molecule with the formula C15H18N4O5S at a distorted geometry. Source: the Open Molecules 2025 dataset; level of theory: the ωB97M-V functional and the def2-TZVPD basis.

Structure (XYZ):
```
43
Properties=species:S:1:pos:R:3:forces:R:3
C 5.363 -3.740 3.246 1.1 0.0 -0.4
C 3.951 -3.422 3.043 -1.1 -3.1 1.1
C 3.436 -3.624 1.699 1.7 0.8 -3.7
C 1.979 -3.400 1.694 -1.1 0.2 -1.0
C 1.545 -1.863 1.565 0.3 -0.6 0.7
S -0.263 -1.946 2.003 1.5 -1.2 0.7
C -0.855 -0.670 1.034 -0.7 -0.6 0.2
N -0.582 0.545 1.335 -0.2 -1.7 0.2
C -1.266 1.432 0.611 -1.0 4.3 -2.4
N -1.306 2.651 1.173 0.2 -0.8 1.5
C -1.818 1.248 -0.641 -0.6 -0.5 0.1
N -2.507 2.265 -1.550 0.0 -3.5 -0.1
C -2.543 3.584 -1.780 1.3 3.1 1.6
O -1.843 4.430 -1.158 -1.4 -1.7 -1.3
C -3.531 4.132 -2.850 1.0 1.3 -0.8
C -3.409 5.335 -3.594 -0.7 -2.5 1.6
C -4.523 5.292 -4.478 -0.4 2.4 -0.4
C -5.250 4.195 -4.291 2.5 -0.6 2.1
O -4.625 3.422 -3.253 -0.6 0.6 -1.5
C -1.922 -0.183 -0.947 -1.6 1.9 -5.8
O -2.229 -0.558 -2.115 0.1 0.2 2.2
N -1.675 -1.087 0.022 1.0 1.2 1.6
C 1.851 -1.404 0.139 2.0 2.4 -0.7
O 2.769 -0.553 -0.009 -3.3 -3.2 -0.3
O 1.084 -1.979 -0.876 1.8 1.0 0.6
H 5.566 -3.049 3.987 1.7 1.1 1.8
H 5.476 -4.706 3.664 0.5 -1.1 0.1
H 6.034 -3.572 2.415 0.1 0.0 -0.3
H 3.773 -2.442 3.411 -0.8 0.8 0.3
H 3.429 -4.258 3.666 0.2 1.9 -0.4
H 3.936 -2.858 0.953 -0.7 -1.4 1.2
H 3.672 -4.652 1.240 -0.2 1.3 1.0
H 1.621 -3.854 0.733 -0.5 0.1 1.2
H 1.660 -3.922 2.641 -0.8 0.8 -1.2
H 2.128 -1.114 2.217 -1.1 -1.4 -0.8
H -1.373 3.528 0.748 -0.5 1.1 -1.6
H -0.755 2.657 1.987 0.7 0.3 1.2
H -2.963 1.767 -2.321 0.1 -0.3 0.6
H -2.691 6.124 -3.449 0.1 -0.2 0.0
H -4.946 6.119 -5.091 0.9 -0.8 0.2
H -6.036 3.924 -4.922 -1.3 -1.3 0.1
H -1.843 -2.058 -0.144 0.2 -0.4 -0.3
H 1.478 -1.736 -1.760 -0.4 0.0 1.2
```
Positions in Å, forces in eV/Å.

Values from the calculation:
HOMO-LUMO gap in eV: 8.2
E_HOMO in eV: -8.18
Calculated total energy in eV: -42877.947
SMILES: CCCC[C@H](Sc1nc(N)c(NC(=O)c2ccco2)c(=O)[nH]1)C(=O)O
Net charge: 0

***

One molecule with the formula C4H10N2O. Source: the Open Molecules 2025 dataset; level of theory: the ωB97M-V functional and the def2-TZVPD basis.

Structure (XYZ):
```
17
Properties=species:S:1:pos:R:3:forces:R:3
H -1.485 0.580 -1.717 0.1 -0.1 0.3
N -0.714 1.234 -1.645 -0.3 0.1 -0.5
C 0.101 0.999 -0.705 -0.1 -0.4 0.3
N 1.203 1.777 -0.564 0.5 0.2 0.2
C 0.009 -0.148 0.321 -0.3 -0.3 -0.4
C 0.779 -1.377 -0.183 0.0 0.3 0.0
C -1.458 -0.521 0.568 0.2 0.2 0.0
O 0.613 0.333 1.516 0.0 0.1 0.3
H 1.194 2.650 -1.066 0.0 -0.1 0.0
H 1.673 1.745 0.324 0.0 0.1 0.0
H 1.848 -1.178 -0.161 0.0 0.0 -0.1
H 0.568 -2.236 0.454 0.0 -0.1 0.1
H 0.485 -1.625 -1.201 0.0 0.0 -0.1
H -1.550 -1.020 1.530 0.0 -0.1 0.0
H -2.085 0.367 0.579 -0.1 0.0 0.1
H -1.816 -1.194 -0.206 -0.1 -0.1 -0.1
H 0.636 -0.388 2.156 0.0 0.1 -0.1
```
Positions in Å, forces in eV/Å.

Values from the calculation:
HOMO-LUMO gap in eV: 9.8
E_HOMO in eV: -9.02
Calculated total energy in eV: -9338.087
SMILES: [H]/N=C(/N)C(C)(C)O
Net charge: 0